No. 1
Formula: C26H30FN7O2
Source: the OMol25 dataset
Level of theory: ωB97M-V with the def2-TZVPD basis set

Geometry (Å):
C: -2.54338 3.90692 0.35481
H: -2.70833 4.90222 0.78423
O: -1.30969 3.84027 -0.31070
C: -1.15990 4.79739 -1.32907
C: 0.23884 4.63387 -1.92745
N: 0.35525 3.37954 -2.61031
C: 0.62507 2.12802 -2.15848
N: 0.56390 1.32068 -3.19631
N: 0.25492 2.06625 -4.24778
N: 0.12445 3.28134 -3.92299
C: 0.95103 1.77579 -0.74934
N: 2.36895 1.44128 -0.65613
C: 2.93105 1.49954 0.68877
C: 3.43042 0.12134 1.15430
N: 2.54648 -0.91472 0.68564
C: 1.71883 -1.63393 1.49927
C: 1.16758 -2.87484 1.13384
C: 0.34720 -3.60712 1.96292
C: 0.04543 -3.14157 3.22996
C: 0.57085 -1.92475 3.62949
C: 1.37574 -1.18677 2.78653
H: 1.72923 -0.22659 3.12515
H: 0.34839 -1.53496 4.61281
H: -0.58026 -3.72316 3.88811
H: -0.03170 -4.55134 1.60471
F: 1.45584 -3.43786 -0.07405
C: 2.59730 -1.06765 -0.75141
C: 2.85316 0.30798 -1.41170
H: 2.39013 0.31950 -2.39859
H: 3.92941 0.46308 -1.54234
H: 3.39750 -1.76386 -1.04208
H: 1.65169 -1.46935 -1.10725
H: 4.42418 -0.07499 0.73048
H: 3.52467 0.09309 2.23827
H: 2.17525 1.87241 1.38105
H: 3.77373 2.20482 0.68351
C: -0.01643 0.73779 -0.20791
C: -0.49915 -0.29649 -0.93196
C: -1.37103 -1.27371 -0.36420
C: -1.80628 -2.39623 -1.07858
C: -2.64579 -3.31784 -0.49577
C: -3.08082 -3.09778 0.81655
C: -2.68404 -2.00350 1.55485
C: -1.79659 -1.09012 0.96239
N: -1.32721 -0.00055 1.64612
C: -0.41042 0.91140 1.18434
O: -0.00983 1.79521 1.92986
H: -1.60113 0.11483 2.61362
C: -3.18311 -1.78617 2.95271
H: -3.85373 -2.59064 3.24194
H: -2.35394 -1.76167 3.65904
H: -3.72889 -0.84484 3.02575
H: -3.75267 -3.81627 1.26492
C: -3.10445 -4.53875 -1.23268
H: -2.78767 -5.43846 -0.70669
H: -4.19161 -4.55767 -1.29904
H: -2.69291 -4.56224 -2.23784
H: -1.46138 -2.53064 -2.09289
H: -0.22905 -0.39647 -1.97472
H: 0.80636 2.67125 -0.13428
H: 0.98502 4.68045 -1.13154
H: 0.42055 5.41994 -2.66284
H: -1.92162 4.65470 -2.11202
H: -1.26582 5.81530 -0.92357
H: -2.49391 3.17084 1.15357
H: -3.37412 3.66880 -0.32098

Its max |F| is 0.028 hartree/bohr. The calculation puts the total energy at -1642.3898 a.u. The calculation puts the highest occupied orbital energy at -7.46 eV. The frontier orbital gap comes out at 7.7411 eV. The SMILES is COCCn1nnnc1[C@@H](c1cc2cc(C)cc(C)c2[nH]c1=O)N1CCN(c2ccccc2F)CC1.


No. 2
Formula: C26H30N2O5
Source: the OMol25 dataset
Level of theory: ωB97M-V with the def2-TZVPD basis set

Geometry (Å):
C: 2.29123 0.39690 1.44440
C: 2.79290 0.42730 0.00675
H: 2.08825 0.99050 -0.60959
H: 3.75085 0.95093 -0.02188
C: 2.98571 -0.96684 -0.61120
C: 3.98554 -1.77753 0.16140
C: 5.29492 -1.50950 -0.06038
C: 6.37846 -2.19084 0.60324
O: 7.55435 -1.97287 0.44994
O: 6.00684 -3.17833 1.47499
C: 4.71677 -3.48174 1.72343
C: 4.53367 -4.51869 2.63519
C: 3.26340 -4.92613 2.97302
C: 2.17674 -4.26750 2.39884
C: 2.33153 -3.22651 1.50160
C: 3.63593 -2.80769 1.11610
O: 1.24987 -2.57855 0.97012
C: -0.02644 -2.84559 1.51406
H: -0.01450 -2.76364 2.60764
C: -1.10347 -1.87154 1.01192
O: -2.17546 -1.83258 1.57274
N: -0.73403 -1.14652 -0.06337
C: -1.45648 -0.17237 -0.76435
C: -0.83211 0.43847 -1.84823
C: -1.49071 1.41158 -2.57500
C: -2.78485 1.78752 -2.24326
C: -3.40256 1.16946 -1.16240
C: -2.75224 0.20194 -0.42216
H: -3.23890 -0.26838 0.41546
H: -4.40571 1.46633 -0.89979
C: -3.52452 2.83103 -3.03438
N: -4.23379 3.74503 -2.15691
C: -3.32432 4.57226 -1.38276
C: -4.13571 5.42283 -0.40689
H: -3.48591 6.09919 0.15082
O: -5.06521 6.23549 -1.08448
C: -5.93539 5.44541 -1.85908
C: -5.16751 4.59542 -2.87195
H: -5.86901 3.96780 -3.42632
H: -4.64797 5.26200 -3.58429
H: -6.60922 6.13762 -2.36682
H: -6.51755 4.78013 -1.20361
H: -4.66227 4.75806 0.29428
H: -2.64222 3.92476 -0.82839
H: -2.73141 5.23695 -2.03776
H: -2.82400 3.36257 -3.70424
H: -4.27224 2.33330 -3.66223
H: -0.99127 1.88017 -3.41090
H: 0.17320 0.14978 -2.12228
H: 0.20512 -1.30425 -0.40449
H: -0.36558 -3.85637 1.24558
H: 1.19139 -4.60365 2.67614
C: 3.02662 -6.04438 3.93637
H: 3.96680 -6.45452 4.29259
H: 2.45563 -6.83931 3.45890
H: 2.45183 -5.69132 4.79132
H: 5.41066 -4.98335 3.05531
H: 5.59348 -0.75489 -0.77139
H: 3.36641 -0.83433 -1.62730
H: 2.04213 -1.49854 -0.67293
H: 2.20306 1.41127 1.82658
H: 2.98402 -0.14813 2.08183
H: 1.31524 -0.07564 1.51048

Its max |F| is 0.017 hartree/bohr. The calculation puts the total energy at -1494.4861 a.u. The calculation puts the highest occupied orbital energy at -8.66 eV. The frontier orbital gap comes out at 8.6035 eV. The SMILES is CCCc1cc(=O)oc2cc(C)cc(OCC(=O)Nc3ccc(CN4CCOCC4)cc3)c12.